A 2-piece molecular cluster, C13H17BFN2O2 overall, computed with ωB97M-V with the def2-TZVPD basis set.

- Largest force on an atom: 0.642 eV/A
- Net charge: +1
- HOMO-LUMO gap: 6.897 eV

Atoms and positions in Å:
C -4.93527 -4.62625 2.45849
C -4.26682 -3.48322 1.72321
O -2.91105 -3.86897 1.41076
C -2.07397 -2.96949 0.98505
C -2.35769 -1.65354 0.65400
C -1.29710 -0.88708 0.21851
N -0.06829 -1.37897 0.12281
B 1.13462 -0.53596 -0.37535
C 1.52437 -0.50912 -1.86686
O 1.79733 0.16891 0.55667
N 0.23183 -2.64939 0.41583
C -0.73316 -3.41065 0.83056
H -4.23980 -5.08170 3.16092
H -5.77771 -4.22838 3.01981
H -5.30311 -5.38385 1.77134
H -4.25961 -2.58154 2.33804
H -4.79339 -3.26443 0.79218
H -3.34962 -1.23432 0.72071
H -1.43842 0.14531 -0.07379
H 1.31046 0.47883 -2.28410
H 1.03026 -1.25429 -2.48527
H 2.60388 -0.64435 -1.95647
H 1.35029 0.21883 1.41156
H -0.48640 -4.43720 1.06472
F 1.58589 6.63170 -1.14026
C 2.35001 5.52618 -1.18001
C 3.68028 5.64232 -1.52954
C 4.46016 4.49599 -1.56613
C 3.90734 3.26018 -1.25874
C 2.56671 3.17044 -0.91118
C 1.77550 4.31019 -0.86885
H 4.08957 6.61446 -1.76740
H 5.50500 4.57030 -1.83449
H 4.52240 2.37057 -1.28778
H 2.13680 2.20907 -0.67125
H 0.72871 4.26943 -0.59771

***

C13H17CaIN2 as an isolated structure at a distorted geometry, computed with ωB97M-V with the def2-TZVPD basis set.

- Largest force on an atom: 2.405 eV/A
- HOMO-LUMO gap: 5.111 eV
- Relative energy (zero: lowest compared OMol25 entry of this formula, charge and spin): 3.405 eV

Atoms and positions in Å:
C -0.43190 -2.12578 -2.74953
C -2.46982 0.05410 1.26388
H -0.29894 -1.43452 -3.58835
H -1.47212 -2.04837 -2.37978
H -0.33600 -3.13743 -3.16084
H -2.30827 1.13393 1.42190
H -3.46038 -0.03960 0.76278
H -2.57120 -0.46687 2.22774
Ca -1.34391 -0.93075 -0.42368
C -0.57721 -2.91391 1.29151
H -1.02581 -2.79344 2.27861
H 0.50471 -3.01898 1.36351
H -1.01428 -3.74350 0.73250
I 1.31865 -1.96443 -1.45820
C 1.53742 0.37222 3.36527
C 2.13896 1.57840 2.98658
C 1.87341 2.09107 1.72018
C 1.00050 1.40342 0.85357
N 0.45898 0.20455 1.21350
C 0.72802 -0.27663 2.43365
C 0.63162 1.92347 -0.48764
C 1.24694 3.06214 -1.03478
C 0.87183 3.52944 -2.28442
C -0.10395 2.82789 -3.00602
C -0.66339 1.67769 -2.42963
N -0.31509 1.24119 -1.20140
H 1.67828 -0.08231 4.35050
H 2.80173 2.11177 3.67069
H 2.31593 3.01928 1.37877
H 0.26125 -1.24817 2.64541
H 2.01674 3.55724 -0.45243
H 1.33233 4.42695 -2.69875
H -0.43585 3.14249 -3.99283
H -1.41105 1.07832 -2.96868

***

C13H17Cl2N2O2PtSe as an isolated structure, computed with ωB97M-V with the def2-TZVPD basis set.

- Largest force on an atom: 0.124 eV/A
- Net charge: +1
- HOMO-LUMO gap (alpha / beta): 9.231 / 5.135 eV
- Multiplicity: 5
- Relative energy (zero: lowest compared OMol25 entry of this formula, charge and spin): 0.000 eV
- <S²>: 6.023

Atoms and positions in Å:
Pt -0.05599 -0.14346 0.40929
Cl -0.22647 -1.71688 4.01235
C -1.93681 -2.12970 4.27195
Cl -2.53226 -3.23582 3.02798
H -2.52110 -1.21864 4.23115
H -2.01774 -2.62688 5.23072
C -1.39839 1.76718 -1.48951
N -1.23628 0.30049 -1.45580
C -2.54986 -0.35526 -1.53076
C -0.33755 -0.14877 -2.54635
C 1.10275 0.14442 -2.22076
C 2.03852 0.41129 -3.20995
C 3.37281 0.58923 -2.86888
C 3.77668 0.50504 -1.54337
C 2.84545 0.24891 -0.54510
C 1.50941 0.07710 -0.88523
H -1.90326 2.06057 -2.41420
H -0.42109 2.24397 -1.44830
H -2.00037 2.08636 -0.64042
H -3.05687 -0.07790 -2.45926
H -3.15707 -0.05027 -0.68151
H -2.42354 -1.43691 -1.51502
H -0.64759 0.31701 -3.48700
H -0.47927 -1.22766 -2.65427
H 1.73010 0.47338 -4.24704
H 4.10081 0.79264 -3.64251
H 4.81847 0.63922 -1.28456
H 3.16816 0.18083 0.48637
Se -0.44908 -2.64675 0.50581
C 1.29332 -3.00000 0.89317
N 2.40308 -3.19930 1.14399
C 0.27594 1.98225 2.93888
O -1.07860 1.47367 2.86907
C -1.35508 0.56438 1.97666
O -2.41643 0.01640 1.85638
H 0.26416 2.70198 3.74950
H 0.53915 2.46940 2.00221
H 0.96188 1.16849 3.16430